(1)
The following is a DFT calculation (ωB97M-V with the def2-TZVPD basis set) of a cluster of 17 separate species, C20H74O27 in total in a non-equilibrium geometry.

```
121
C20H74O27, DFT ωB97M-V with the def2-TZVPD basis set
C 4.171 1.456 -2.137
C 4.076 2.458 -1.027
O 3.751 1.832 0.187
O 2.869 0.861 -2.339
H 4.783 0.587 -1.913
H 4.455 1.944 -3.096
H 3.315 3.191 -1.380
H 4.987 2.975 -0.874
H 2.821 1.618 0.263
H 2.320 1.529 -2.728
C -0.132 -0.706 5.383
C 0.043 0.449 4.414
O -1.094 1.243 4.257
O -0.893 -1.714 4.704
H -0.692 -0.339 6.254
H 0.839 -1.000 5.686
H 0.383 0.027 3.464
H 0.861 1.096 4.711
H -1.810 0.727 3.845
H -1.828 -1.602 4.936
C 4.855 -4.016 0.615
C 4.646 -2.493 0.540
O 3.293 -2.174 0.321
O 4.237 -4.498 1.838
H 5.912 -4.326 0.653
H 4.335 -4.389 -0.313
H 5.328 -2.084 -0.191
H 5.017 -2.075 1.480
H 3.179 -2.218 -0.633
H 3.489 -5.058 1.622
C -4.650 2.757 -0.430
C -3.324 3.149 0.224
O -2.560 2.042 0.581
O -4.382 1.994 -1.596
H -5.203 3.673 -0.610
H -5.203 2.214 0.338
H -3.622 3.668 1.162
H -2.794 3.817 -0.471
H -2.258 1.512 -0.189
H -4.744 2.431 -2.350
C -0.733 5.008 -2.319
C 0.335 4.238 -1.559
O 0.689 3.051 -2.341
O -1.721 4.082 -2.807
H -0.251 5.531 -3.141
H -1.168 5.762 -1.699
H -0.088 3.966 -0.586
H 1.225 4.824 -1.385
H 0.049 2.393 -2.107
H -1.241 3.362 -3.234
C -4.805 0.033 4.624
C -4.512 0.030 3.184
O -3.484 1.027 2.966
O -3.595 -0.102 5.350
H -5.447 -0.835 4.770
H -5.353 0.925 4.922
H -5.425 0.166 2.576
H -4.032 -0.958 2.922
H -3.144 1.196 2.097
H -2.988 0.641 5.250
C -2.953 -1.599 -0.228
C -4.158 -1.859 -1.131
O -4.368 -0.884 -2.089
O -2.748 -2.859 0.423
H -3.191 -0.873 0.570
H -2.095 -1.221 -0.740
H -5.002 -2.058 -0.478
H -4.026 -2.782 -1.670
H -4.405 -0.030 -1.634
H -1.976 -2.812 1.028
C -0.095 -0.148 -1.323
C 0.451 -0.048 0.081
O 1.178 1.210 0.308
O -1.039 0.949 -1.543
H -0.583 -1.092 -1.502
H 0.602 0.002 -2.148
H 1.137 -0.847 0.251
H -0.347 -0.131 0.820
H 0.740 1.704 1.049
H -1.586 0.868 -2.342
C 0.010 -2.093 -5.156
C 1.398 -1.957 -5.636
O 2.012 -0.703 -5.315
O -0.066 -2.390 -3.728
H -0.452 -2.885 -5.789
H -0.488 -1.137 -5.303
H 1.267 -2.092 -6.705
H 1.956 -2.857 -5.262
H 2.455 -0.627 -4.454
H -0.505 -3.208 -3.544
C 0.740 -4.250 1.036
C 0.407 -3.969 2.454
O -0.796 -3.219 2.557
O 1.598 -5.350 0.997
H 1.263 -3.417 0.576
H -0.142 -4.508 0.385
H 1.334 -3.482 2.883
H 0.290 -4.912 2.966
H -0.637 -2.537 3.216
H 1.225 -6.058 1.549
O 2.326 4.372 1.287
H 1.464 4.010 1.625
H 2.870 3.592 1.100
O 4.025 0.988 2.694
H 3.162 1.424 2.781
H 4.277 1.101 1.737
O 2.743 -1.905 -2.533
H 2.669 -0.982 -2.187
H 1.936 -2.153 -3.015
O -0.070 2.770 2.212
H -0.767 2.994 1.584
H -0.554 2.241 2.884
O 3.081 -1.632 3.797
H 3.731 -1.982 3.167
H 3.118 -0.677 3.692
O 0.242 1.503 -5.344
H 0.679 0.663 -5.431
H 0.790 1.956 -4.692
O -2.356 1.138 -4.133
H -1.671 0.927 -4.801
H -3.189 0.914 -4.541
```

Computed properties:
Gap between HOMO and LUMO (eV): 9.73
Relative energy (zero: lowest compared OMol25 entry of this formula, charge and spin) (kcal per mole): 0.0
Net charge: 0
E_LUMO (eV): 0.21

Here are the Mulliken charges for atoms 1 to 8, given in e: C -0.650; C -0.398; O -0.601; O -0.099; H 0.249; H 0.317; H -0.040; H 0.612


(2)
The following is a DFT calculation (ωB97M-V with the def2-TZVPD basis set) of a cluster of 24 separate species, C20H82N2O25 in total in a non-equilibrium geometry.

```
129
C20H82N2O25, DFT ωB97M-V with the def2-TZVPD basis set
C 2.129 2.423 2.487
C 2.257 2.796 1.010
C 2.005 1.633 0.053
C 3.084 0.524 0.071
C 2.550 -0.896 0.296
C 1.668 -1.038 1.538
C 1.182 -2.476 1.732
C -0.083 -2.589 2.586
C -1.205 -1.826 1.882
C -2.626 -2.324 2.092
C -3.684 -1.403 1.472
C -3.492 -1.090 -0.023
C -2.353 -0.090 -0.333
C -2.731 1.181 -1.104
C -1.617 2.246 -0.970
C -2.046 3.550 -0.287
C -0.957 4.616 -0.427
O -0.200 4.718 -1.332
N -0.862 5.420 0.777
C -1.132 4.431 1.843
C -2.206 3.514 1.248
N -2.399 2.185 1.856
C -1.649 1.796 2.718
O -1.002 1.326 3.548
H 1.128 2.035 2.706
H 2.856 1.656 2.770
H 2.305 3.291 3.129
H 1.556 3.612 0.793
H 3.270 3.178 0.822
H 1.978 2.058 -0.958
H 1.013 1.212 0.244
H 3.592 0.572 -0.895
H 3.854 0.754 0.821
H 1.978 -1.259 -0.566
H 3.398 -1.578 0.419
H 2.223 -0.724 2.433
H 0.809 -0.366 1.442
H 0.914 -2.873 0.743
H 2.004 -3.091 2.114
H -0.353 -3.646 2.671
H 0.088 -2.190 3.594
H -1.155 -0.770 2.181
H -0.981 -1.839 0.809
H -2.689 -3.350 1.728
H -2.822 -2.388 3.173
H -4.654 -1.897 1.577
H -3.744 -0.477 2.061
H -3.354 -2.030 -0.570
H -4.434 -0.679 -0.399
H -1.574 -0.595 -0.917
H -1.899 0.203 0.612
H -3.704 1.574 -0.790
H -2.815 0.905 -2.156
H -1.223 2.502 -1.956
H -0.779 1.827 -0.398
H -2.989 3.890 -0.725
H -1.657 6.061 0.750
H -1.527 4.919 2.737
H -0.191 3.937 2.106
H -3.149 4.039 1.457
O 1.407 7.765 2.240
H 2.110 7.372 1.712
H 0.685 7.129 2.171
O -1.676 -5.290 0.703
H -0.934 -5.633 0.192
H -2.351 -5.974 0.650
O 0.132 -6.142 -1.835
H -0.658 -5.936 -2.351
H 0.848 -6.129 -2.482
O 2.009 -5.175 -4.286
H 2.643 -4.592 -3.849
H 2.455 -5.463 -5.089
O 3.463 -3.941 -0.601
H 4.105 -4.294 -1.226
H 2.798 -4.634 -0.522
O 3.954 -6.503 -2.140
H 4.591 -6.860 -2.767
H 3.279 -7.186 -2.057
O 4.982 1.896 -2.588
H 5.332 2.786 -2.468
H 4.209 2.021 -3.148
O -5.259 -0.519 -2.709
H -5.935 0.133 -2.496
H -5.242 -0.556 -3.671
O 5.836 -2.697 -1.662
H 5.762 -1.801 -2.003
H 6.336 -2.580 -0.849
O -3.624 3.319 -3.425
H -4.428 3.647 -3.009
H -2.903 3.768 -2.970
O -5.503 2.384 2.430
H -4.556 2.557 2.369
H -5.621 1.922 3.267
O -2.087 3.330 5.670
H -1.277 3.646 6.085
H -1.774 2.909 4.862
O 7.334 -0.286 -1.821
H 6.627 0.363 -1.712
H 8.115 0.171 -1.487
O -1.157 6.217 4.716
H -1.982 6.503 5.133
H -0.447 6.586 5.251
O -7.560 1.616 0.344
H -8.169 2.359 0.359
H -6.862 1.857 0.968
O -1.255 -8.707 -1.592
H -0.663 -9.466 -1.633
H -0.660 -7.950 -1.692
O -5.719 -4.149 1.499
H -6.395 -3.495 1.698
H -5.702 -4.191 0.537
O 0.936 -9.933 -3.124
H 0.414 -9.859 -3.929
H 1.457 -10.735 -3.231
O 8.532 2.270 -2.495
H 7.646 2.331 -2.870
H 9.100 2.282 -3.272
O -0.622 0.517 -4.279
H -1.239 1.257 -4.293
H 0.118 0.834 -3.752
O 0.077 -2.882 -3.908
H 0.731 -3.589 -3.956
H 0.554 -2.052 -3.992
O -3.738 5.697 5.464
H -3.962 5.646 4.530
H -3.405 4.814 5.688
O 7.522 4.390 -4.010
H 7.343 5.259 -4.382
H 8.020 4.549 -3.199
```

Computed properties:
Gap between HOMO and LUMO (eV): 9.62
Net charge: 0
E_LUMO (eV): -0.12

Here are the Mulliken charges for atoms 1 to 8, given in e: C -0.995; C -0.830; C 1.803; C -0.872; C -0.594; C 1.017; C -0.957; C -1.138


Question: Number 1 is which compound?
Answer: C20H74O27


Question: E_LUMO of number 1 (C20H74O27)?
Answer: 0.21 eV


Question: What is the gap between HOMO and LUMO in the first record?
Answer: 9.73 eV